[1]
{
  "formula": "C20H47CaNO4P3",
  "method": "ωB97M-V with the def2-TZVPD basis set",
  "species": ["Ca", "P", "P", "N", "C", "H", "H", "C", "H", "H", "C", "H", "H", "C", "H", "H", "C", "C", "H", "H", "H", "C", "C", "H", "H", "H", "C", "C", "H", "H", "H", "C", "C", "H", "H", "H", "C", "C", "H", "H", "H", "C", "H", "H", "H", "C", "H", "H", "H", "C", "H", "H", "H", "H", "H", "H", "H", "O", "H", "H", "C", "O", "P", "O", "C", "O", "C", "H", "H", "H", "H", "H", "H", "H", "H", "H"],
  "coordinates": [[0.37780, 0.40062, -0.03904], [-1.81297, 1.68459, -1.16103], [1.47914, -1.95765, 1.00873], [-1.48759, -1.14865, 0.23501], [-3.12208, 0.41159, -0.93529], [-4.04894, 0.97872, -0.74698], [-3.22199, -0.07733, -1.91682], [-2.91579, -0.71059, 0.12478], [-3.28213, -0.43801, 1.12227], [-3.45158, -1.62362, -0.20977], [-1.41998, -2.37888, 1.09034], [-2.14303, -3.07611, 0.62250], [-1.79913, -2.16005, 2.09699], [-0.01186, -3.03489, 1.11663], [0.05101, -3.70001, 0.24283], [0.14539, -3.65552, 2.01701], [2.12515, -1.87467, 2.76103], [3.10954, -0.70680, 2.94348], [3.24561, -0.51129, 4.01932], [2.73133, 0.22272, 2.49295], [4.10087, -0.92439, 2.51969], [2.75710, -2.80105, -0.06019], [4.04928, -1.97141, -0.15443], [4.66602, -2.35381, -0.97830], [4.65154, -2.04163, 0.75930], [3.87988, -0.90748, -0.36610], [-1.63093, 2.05214, -2.97515], [-0.56667, 3.13465, -3.22279], [-0.32290, 3.16167, -4.29247], [0.38074, 2.95780, -2.69720], [-0.92290, 4.13379, -2.94428], [-2.45291, 3.18763, -0.27005], [-1.32317, 4.18164, 0.04225], [-1.67546, 4.90586, 0.79294], [-1.00930, 4.75240, -0.84416], [-0.43930, 3.68725, 0.47015], [2.47544, 2.03340, -0.42700], [3.04343, -4.26579, 0.26763], [3.56075, -4.39062, 1.22521], [2.12875, -4.86925, 0.28417], [3.68806, -4.68509, -0.51769], [-2.92973, 2.34791, -3.72195], [-2.71142, 2.41039, -4.79690], [-3.67086, 1.55128, -3.59112], [-3.38162, 3.29780, -3.41608], [-3.63461, 3.89118, -0.93698], [-4.07797, 4.59753, -0.21775], [-3.31272, 4.48210, -1.80710], [-4.42460, 3.19573, -1.24552], [2.70717, -3.17385, 3.32103], [3.71747, -3.36571, 2.92892], [2.80637, -3.07782, 4.41409], [2.07334, -4.04739, 3.12381], [1.21291, -1.61753, 3.33505], [-2.79436, 2.75909, 0.69377], [2.25814, -2.77921, -1.04729], [-1.24267, 1.08744, -3.35239], [3.37098, 2.75275, -0.50774], [-1.26637, -1.47975, -0.71970], [0.73766, -0.46380, -1.97858], [-2.73012, 2.68624, 3.69700], [-2.23781, 1.57692, 2.92106], [-0.63560, 1.23136, 2.69706], [-0.27875, 0.17232, 3.92157], [-0.40100, 0.40685, 5.33544], [-0.00609, 2.63414, 3.31423], [1.42343, 2.82905, 3.46297], [-3.80946, 2.51456, 3.78798], [-2.54509, 3.62879, 3.16106], [-2.30298, 2.72256, 4.70751], [-1.06050, 1.24630, 5.59683], [-0.81712, -0.51392, 5.75561], [0.59683, 0.58490, 5.75721], [1.88375, 2.09830, 4.14809], [1.93039, 2.79084, 2.48715], [1.55287, 3.83155, 3.88334]],
  "mulliken_charge": [1.1169, 0.4543, 0.4617, 0.0300, -0.8444, 0.3934, 0.5389, -1.2633, 0.3653, 0.5281, -1.2878, 0.5372, 0.3742, -0.8493, 0.5198, 0.3566, 0.5979, -1.2377, 0.4192, 0.0915, 0.2709, 0.3962, -1.3578, 0.4575, 0.2683, 0.1798, 0.4131, -1.3411, 0.4597, 0.1678, 0.2571, 0.6954, -1.3708, 0.4197, 0.3312, 0.1681, 0.1016, -1.4426, 0.2016, 0.3036, 0.4694, -1.4361, 0.4693, 0.3106, 0.2040, -1.7527, 0.4644, 0.2926, 0.3762, -1.6737, 0.2913, 0.4569, 0.3455, 0.2297, 0.1942, 0.4153, 0.3841, -0.1063, 0.3131, -0.0660, -0.5919, -0.3611, 0.4963, -0.1127, -0.6911, -0.3591, -0.5097, 0.2775, 0.1896, 0.2427, 0.1782, 0.2797, 0.2664, 0.2129, 0.1200, 0.2987],
  "total_energy_ev": -77483.4635,
  "mol_weight_g_mol": 498.60,
  "spin_multiplicity": 1,
  "total_charge": 1
}

=====

[2]
{
  "formula": "C20H47Cl6N5O7",
  "method": "ωB97M-V with the def2-TZVPD basis set",
  "species": ["O", "C", "N", "C", "H", "H", "H", "H", "H", "O", "C", "N", "C", "H", "H", "H", "H", "H", "O", "C", "N", "C", "H", "H", "H", "H", "H", "C", "Cl", "Cl", "Cl", "H", "C", "Cl", "Cl", "Cl", "H", "C", "O", "C", "C", "N", "C", "C", "O", "C", "H", "H", "H", "H", "H", "H", "H", "H", "H", "H", "H", "H", "H", "H", "H", "C", "O", "C", "C", "N", "C", "C", "O", "C", "H", "H", "H", "H", "H", "H", "H", "H", "H", "H", "H", "H", "H", "H", "H"],
  "coordinates": [[-1.88758, -1.46656, 9.13128], [-2.31785, -2.61744, 9.02305], [-3.63166, -2.88246, 9.08014], [-1.38330, -3.77094, 8.79975], [-3.97709, -3.81621, 8.90992], [-4.26028, -2.09935, 9.24007], [-1.88077, -4.66353, 8.42690], [-0.98913, -4.06045, 9.77778], [-0.55178, -3.41828, 8.19740], [-4.62816, -5.59417, 8.82007], [-4.71789, -6.72647, 8.37673], [-5.80419, -7.11152, 7.65335], [-3.64489, -7.75890, 8.61102], [-6.44844, -6.37015, 7.41290], [-6.07053, -8.07317, 7.55801], [-2.79934, -7.49411, 7.97178], [-3.96348, -8.76274, 8.34214], [-3.31379, -7.68122, 9.64247], [-5.14935, -0.48447, 9.37834], [-4.66540, 0.64264, 9.43104], [-3.33294, 0.86549, 9.40465], [-5.53883, 1.85070, 9.65635], [-2.73485, 0.04785, 9.23976], [-2.94539, 1.78593, 9.49767], [-5.06488, 2.77228, 9.32539], [-5.69457, 1.90818, 10.73608], [-6.50334, 1.70916, 9.17965], [2.07849, -3.43042, 11.99950], [2.27204, -3.46750, 13.74569], [0.61689, -2.55299, 11.54228], [2.05647, -5.06247, 11.32234], [2.92195, -2.90595, 11.57367], [-5.11358, -2.05033, 13.24305], [-3.56671, -1.23528, 13.14645], [-5.18318, -3.08233, 14.67838], [-5.44278, -2.99482, 11.79776], [-5.89616, -1.30934, 13.32035], [-0.54774, 6.52037, 9.50584], [-0.56665, 5.83451, 10.74112], [0.62983, 5.98646, 11.48460], [1.75558, 5.13076, 10.96479], [1.41126, 3.72338, 11.05873], [2.54930, 2.84939, 10.75675], [2.05032, 1.44207, 10.54762], [1.30333, 1.41609, 9.34998], [0.30321, 0.42074, 9.31464], [-0.47545, 7.60566, 9.67150], [-1.46875, 6.28671, 8.98301], [0.32055, 6.24361, 8.89809], [0.36660, 5.69281, 12.50252], [0.91294, 7.05056, 11.51896], [2.64953, 5.33098, 11.55866], [1.97713, 5.42229, 9.92497], [0.72183, 3.50448, 10.34593], [3.26039, 2.86514, 11.58802], [3.09550, 3.18236, 9.85927], [1.44376, 1.16469, 11.41724], [2.90127, 0.74890, 10.47735], [-0.20302, 0.31318, 10.28332], [0.71263, -0.55644, 9.05006], [-0.47230, 0.72493, 8.61385], [-12.34124, -10.27365, 7.01318], [-12.09505, -9.12879, 7.77511], [-11.41688, -8.12946, 7.05376], [-10.78479, -7.17772, 8.05091], [-10.22167, -6.00263, 7.39274], [-9.10061, -6.31086, 6.50043], [-8.37959, -5.06112, 6.10540], [-7.74359, -4.57981, 7.26153], [-7.31170, -3.23207, 7.17874], [-12.94556, -10.05873, 6.11708], [-12.92603, -10.97936, 7.60423], [-11.42435, -10.78156, 6.68846], [-12.09906, -7.61426, 6.36374], [-10.64002, -8.58402, 6.41970], [-10.03621, -7.74849, 8.62029], [-11.56606, -6.81835, 8.72012], [-9.81779, -5.40597, 8.10778], [-9.42205, -6.87522, 5.62520], [-8.36831, -6.94583, 7.03099], [-9.08470, -4.32566, 5.69409], [-7.66799, -5.29626, 5.29741], [-6.80533, -3.02731, 6.22844], [-6.60678, -3.06250, 7.98846], [-8.15126, -2.53516, 7.26585]],
  "mulliken_charge": [-0.7232, 0.8891, 0.1658, -0.9836, 0.1313, 0.1051, 0.2161, 0.1656, 0.3202, -0.7583, 0.4773, -0.3199, -0.9979, 0.2891, 0.1823, 0.2406, 0.3810, 0.2751, -0.7349, 0.7007, -0.1177, -1.1877, 0.2771, 0.1297, 0.3797, 0.2521, 0.3084, 0.0156, -0.1292, -0.0456, -0.1301, 0.2590, -0.0330, -0.1075, -0.1508, -0.0216, 0.2929, -0.6845, -0.3229, -0.6436, -0.5501, -0.3118, -0.6882, -0.5433, -0.3752, -0.6616, 0.2888, 0.2395, 0.2805, 0.3049, 0.3880, 0.4695, 0.2528, 0.2282, 0.3728, 0.3396, 0.3458, 0.3938, 0.3286, 0.2724, 0.2452, -0.7141, -0.3303, -0.3484, -0.6561, -0.4210, -0.1361, -0.8509, -0.2015, -0.7952, 0.2890, 0.2716, 0.2974, 0.3155, 0.2866, 0.2399, 0.3909, 0.2485, 0.3460, 0.0960, 0.5455, 0.3693, 0.3442, 0.1193, 0.3120],
  "total_energy_ev": -118419.6775,
  "smiles": "COCCNCCOC.COCCNCCOC.ClC(Cl)Cl.ClC(Cl)Cl.CC(N)=O.CC(N)=O.CC(N)=O",
  "mol_weight_g_mol": 682.34,
  "spin_multiplicity": 1
}

=====

[3]
{
  "formula": "C20H47ClO2P2Pd",
  "method": "ωB97M-V with the def2-TZVPD basis set",
  "species": ["Pd", "Cl", "P", "C", "C", "C", "C", "H", "C", "H", "H", "H", "H", "H", "H", "H", "C", "C", "H", "H", "H", "H", "H", "H", "C", "H", "C", "H", "H", "H", "H", "H", "H", "H", "H", "P", "C", "C", "C", "C", "H", "C", "H", "H", "H", "H", "H", "H", "H", "C", "C", "H", "H", "H", "H", "H", "H", "C", "H", "C", "H", "H", "H", "H", "H", "H", "C", "O", "C", "O", "H", "H", "H"],
  "coordinates": [[0.01932, -0.02768, -0.23103], [-0.00634, 0.07473, -2.73437], [-0.26215, -2.37307, -0.48611], [0.74456, -3.19342, -1.82534], [-0.02027, -3.52359, 0.95187], [-2.01326, -2.60591, -1.05528], [2.13673, -2.55993, -1.94202], [0.16954, -2.94127, -2.73303], [0.86135, -4.71956, -1.73057], [1.57797, -5.02517, -0.95865], [1.24655, -5.07863, -2.69391], [-0.09011, -5.22917, -1.55454], [2.05985, -1.54413, -2.34830], [2.74976, -3.17349, -2.61810], [2.64772, -2.51251, -0.97051], [-1.99619, -2.03964, -2.00453], [-3.03024, -1.94491, -0.11360], [-2.36921, -4.06270, -1.35006], [-1.83327, -4.44832, -2.22241], [-3.44304, -4.11746, -1.56602], [-2.18181, -4.71883, -0.48992], [-2.58020, -1.18604, 0.54545], [-3.53968, -2.68553, 0.51651], [-3.78754, -1.43064, -0.72330], [1.38614, -3.33402, 1.53065], [-0.09346, -4.53652, 0.52522], [-1.09847, -3.38673, 2.02390], [2.17309, -3.66439, 0.83906], [1.47202, -3.93053, 2.44893], [1.57486, -2.28718, 1.80962], [-1.26351, -2.33817, 2.30237], [-0.76614, -3.91275, 2.92833], [-2.05497, -3.82264, 1.71190], [1.59437, -0.55115, -0.02892], [-1.54145, 0.47512, 0.07100], [0.38902, 2.36600, -0.43707], [-0.75164, 3.25168, -1.62338], [0.32538, 3.47530, 1.05660], [2.07044, 2.61197, -1.18260], [-2.14805, 2.62030, -1.62290], [-0.27753, 3.03908, -2.59699], [-0.85747, 4.77228, -1.45482], [-1.48838, 5.04580, -0.60095], [-1.34176, 5.16798, -2.35754], [0.10734, 5.27845, -1.35898], [-2.10806, 1.60601, -2.03668], [-2.81345, 3.23598, -2.24556], [-2.57424, 2.57119, -0.61139], [1.94506, 2.08848, -2.14786], [3.18029, 1.90499, -0.38634], [2.40144, 4.08054, -1.45247], [1.76374, 4.50907, -2.23164], [3.44136, 4.14586, -1.79596], [2.32261, 4.69410, -0.54511], [2.79823, 1.21811, 0.38250], [3.84697, 2.63149, 0.09855], [3.78263, 1.30308, -1.08258], [-1.04715, 3.33213, 1.72559], [0.42676, 4.50184, 0.66744], [1.47389, 3.23576, 2.03469], [-1.82873, 3.89663, 1.19945], [-0.99236, 3.70942, 2.75527], [-1.36600, 2.28139, 1.79260], [1.53922, 2.18404, 2.34219], [1.28723, 3.82871, 2.94075], [2.44289, 3.54275, 1.62120], [-1.10282, 0.05893, 3.90113], [-1.11610, -0.06020, 2.46101], [0.07191, -0.03581, 1.81210], [1.14124, 0.00156, 2.40656], [-0.09498, 0.01302, 4.33230], [-1.71214, -0.76304, 4.27406], [-1.57930, 1.01091, 4.14257]],
  "mulliken_spin": [1.3031, 0.3180, -0.0947, -0.0066, -0.0018, 0.0801, 0.0700, 0.0058, 0.0101, -0.0005, -0.0004, -0.0003, 0.0020, 0.0042, 0.0017, 0.0078, 0.0160, 0.0123, 0.0017, -0.0006, -0.0004, 0.0609, 0.0027, 0.0031, 0.0208, -0.0056, -0.0025, -0.0072, 0.0012, 0.0032, -0.0015, 0.0005, -0.0011, 0.6521, 0.6624, -0.0848, -0.0013, 0.0054, 0.0630, 0.0932, 0.0059, 0.0077, -0.0003, -0.0005, -0.0001, -0.0114, 0.0069, -0.0037, 0.0030, 0.0455, 0.0135, 0.0013, -0.0001, 0.0000, 0.0315, 0.0012, 0.0112, 0.0120, -0.0071, -0.0068, -0.0032, 0.0017, 0.0119, 0.0033, 0.0006, -0.0005, 0.0373, 0.0494, 0.1236, 0.4749, -0.0078, 0.0038, 0.0031],
  "total_energy_ev": -60171.1878,
  "mol_weight_g_mol": 523.42,
  "spin_multiplicity": 5
}